(1)
DFT (ωB97M-V with the def2-TZVPD basis set) results for 10 unconnected molecules or ions with the total composition C14H48O10 at a distorted geometry.

Cartesian coordinates (Å):
1 H 3.131 2.111 5.300
2 H 0.962 -0.815 5.815
3 H 1.398 -1.775 0.066
4 H -2.075 -3.811 1.044
5 O -1.332 -4.077 -2.212
6 H -1.485 -0.576 6.070
7 H -3.034 -4.437 -1.051
8 H -0.097 6.102 1.035
9 C -0.044 0.261 -0.498
10 C 3.042 1.776 4.294
11 H 0.618 -2.525 6.036
12 C -0.669 -1.502 4.638
13 C -0.573 -0.371 3.588
14 O 1.592 -2.392 0.786
15 O 1.618 0.400 -3.548
16 H 2.245 2.120 -4.595
17 C 0.678 -1.722 5.280
18 C -1.012 1.052 -1.355
19 H -0.167 -2.792 -3.664
20 H -0.231 5.280 -1.104
21 C -2.147 -3.775 -1.091
22 H 0.480 1.918 -4.378
23 H 1.336 -1.655 -6.516
24 H -0.537 1.830 -1.955
25 H -0.920 -2.391 4.081
26 H 1.957 -0.109 -4.318
27 H 0.233 1.603 1.060
28 H -1.595 0.498 -2.046
29 H -3.095 -2.038 -0.347
30 O 1.845 2.216 3.651
31 H 1.508 2.447 -3.084
32 H -3.196 -2.000 -2.104
33 H -0.334 0.584 4.133
34 H 1.366 -1.920 4.452
35 H 1.882 3.126 3.286
36 O 0.165 -2.672 -4.554
37 H 1.884 -3.171 0.341
38 H -0.614 -0.386 0.191
39 O 1.177 -0.705 -6.359
40 H 3.116 0.652 4.264
41 C 1.417 1.760 -3.949
42 H 1.031 -0.388 -2.100
43 C 0.720 5.208 -0.609
44 H -2.877 5.142 1.552
45 C -1.388 3.892 1.944
46 H 0.217 -0.525 2.844
47 H -0.522 -3.319 -6.367
48 H -1.528 3.930 3.020
49 H 0.944 4.143 -0.341
50 O 0.761 6.029 0.591
51 C -2.571 -2.333 -1.273
52 H 1.698 0.585 0.787
53 H 1.265 1.913 -0.259
54 H -0.339 3.855 1.720
55 H -1.046 -5.003 -2.184
56 H 0.391 -4.536 -5.432
57 H -0.927 -4.997 0.275
58 H 3.942 2.180 3.786
59 O 0.560 -0.750 -1.285
60 C 0.877 1.106 0.306
61 H -1.686 1.628 -0.779
62 C -0.396 -3.763 -5.383
63 O -1.961 5.059 1.285
64 H -1.420 -0.195 2.961
65 H -1.776 2.955 1.526
66 H -1.330 -4.214 -5.129
67 H -0.510 -3.341 0.341
68 C -1.387 -4.008 0.207
69 H 1.523 5.557 -1.365
70 O -1.609 -1.371 5.589
71 H -1.676 -1.745 -1.261
72 H 0.526 -0.811 -5.652

Properties
E_LUMO, eV: 0.515
Kohn-Sham gap, eV: 10.38
E, eV: -35768.5997
ΔE to the lowest compared entry with this formula, charge and spin, kcal/mol: 54.6
SMILES string: CC(C)O.CC(C)O.CC(C)O.CO.CO.CO.CO.CO.O.O

=====

(2)
DFT (ωB97M-V with the def2-TZVPD basis set) results for a molecular structure, C31H29BrN2OPPdS at a distorted geometry.

Cartesian coordinates (Å):
1 H -4.123 0.877 2.814
2 H -2.185 -0.480 2.202
3 C -1.975 4.781 1.663
4 H -2.863 5.370 1.872
5 H -3.157 0.437 -0.783
6 C -2.062 3.373 1.743
7 C 0.818 -3.048 0.663
8 H -5.933 -2.755 -1.878
9 H -3.722 -1.681 -1.931
10 C 3.149 -2.905 2.056
11 H 3.996 1.544 -3.412
12 S 3.828 -0.006 -1.608
13 C 2.345 -1.807 1.859
14 H 3.321 2.265 -1.927
15 C -4.740 -3.921 1.093
16 H 4.982 2.328 0.182
17 C 4.115 1.635 -2.334
18 C -2.155 1.310 -2.454
19 C -2.155 0.579 2.017
20 H 4.730 -0.079 0.592
21 C -4.015 -2.277 -1.077
22 C -3.228 2.733 2.202
23 O 2.459 0.036 -0.911
24 C -5.251 -2.887 -1.048
25 C 5.509 2.083 -1.896
26 H -4.090 3.336 2.470
27 C 2.756 -4.121 1.505
28 N 1.196 -1.871 1.152
29 H -0.923 1.984 -4.080
30 H 5.937 -0.464 -0.650
31 C -1.053 1.188 1.449
32 H 5.643 3.153 -2.047
33 C -5.618 -3.688 0.036
34 C -0.209 -0.681 -2.120
35 H -2.803 -3.503 1.904
36 C -3.120 -2.521 -0.016
37 H 0.506 -1.488 -2.058
38 C -2.297 0.388 -1.439
39 C -0.920 2.593 1.407
40 C -1.038 1.256 -3.286
41 C -0.783 5.410 1.343
42 H 2.590 -0.848 2.289
43 C -3.254 1.359 2.384
44 H -0.800 -3.966 -0.227
45 H -2.913 2.068 -2.608
46 C 0.368 4.654 1.115
47 H 3.368 -5.006 1.634
48 H 6.273 1.577 -2.488
49 C 1.568 -4.202 0.802
50 H -5.034 -4.559 1.916
51 H 4.056 -2.820 2.642
52 Pd 0.276 0.052 0.350
53 H 0.793 0.239 -3.762
54 H -6.605 -4.136 0.053
55 C -0.069 0.276 -3.108
56 C -3.493 -3.329 1.083
57 C 5.145 0.232 -0.368
58 H -0.728 6.492 1.299
59 Br 1.792 2.190 0.997
60 C 5.621 1.686 -0.430
61 N -0.420 -3.052 -0.019
62 H 6.639 1.785 -0.055
63 H 1.319 5.142 0.935
64 C 0.270 3.278 1.157
65 C -1.340 -0.648 -1.284
66 H 1.229 -5.137 0.371
67 P -1.524 -1.804 0.050

Properties
E_LUMO (spin up / spin down), eV: -12.152 / -12.237
Kohn-Sham gap (spin up / spin down), eV: 4.04 / 3.81
E, eV: -131262.9430
ΔE to the lowest compared entry with this formula, charge and spin, kcal/mol: 76.0
Charge: +3

=====

(3)
DFT (ωB97M-V with the def2-TZVPD basis set) results for a molecular structure, C51H80BGe2N12Y at a distorted geometry.

Cartesian coordinates (Å):
1 H -3.819 2.236 3.321
2 H -2.817 -1.815 5.111
3 H -4.372 -3.268 3.619
4 C -3.109 1.556 2.889
5 H -0.941 5.014 -4.342
6 H 0.173 5.810 0.751
7 H 2.418 -2.011 1.282
8 H -0.651 1.026 -3.243
9 C 5.196 4.064 -5.066
10 H -5.218 2.838 -0.376
11 Ge 0.414 2.652 -1.528
12 C -2.428 0.329 5.050
13 H 5.393 0.725 -0.856
14 H -1.031 5.234 -2.607
15 H 2.507 4.143 -2.151
16 C 0.590 -3.265 -1.149
17 C 5.150 -0.336 -0.869
18 C -2.903 -3.757 0.675
19 H 3.219 2.030 3.400
20 H 3.318 -3.537 3.656
21 H -0.498 3.445 0.771
22 H -4.371 -4.136 -1.737
23 C -2.769 -2.649 -1.660
24 N -1.625 -1.942 0.403
25 H 3.658 1.653 0.410
26 C -0.308 -2.747 -2.123
27 C 2.167 0.440 2.631
28 H 2.266 3.819 2.059
29 H -0.444 1.153 5.408
30 H 5.572 -0.784 0.031
31 H -4.074 -4.768 4.498
32 C -2.388 0.589 3.568
33 H -1.935 -3.690 3.948
34 C 3.040 -3.174 4.643
35 H -1.486 -4.997 -1.134
36 H 7.207 1.402 -4.517
37 H -1.143 0.297 6.779
38 C -2.458 -2.780 -0.212
39 H -1.506 2.844 -3.286
40 C -3.010 1.384 -0.945
41 N 0.658 -1.151 2.718
42 H -5.036 2.962 1.368
43 H 4.691 0.929 1.662
44 H 3.091 -4.010 5.338
45 N -0.349 -1.346 -2.316
46 H 3.375 -0.331 4.301
47 H -2.939 1.211 5.449
48 B -0.902 -1.427 2.793
49 H -2.560 -4.845 -4.472
50 H 1.443 -2.173 5.632
51 C 4.144 3.722 -4.237
52 C -1.888 -5.632 3.032
53 C -3.297 2.154 0.342
54 C 3.769 -1.420 -4.406
55 H 1.578 4.903 0.213
56 H -2.708 -5.167 -2.404
57 C -3.947 -4.268 3.539
58 H 4.560 2.680 1.511
59 N -0.950 0.296 -3.865
60 C -4.141 -3.131 -2.082
61 H 2.208 -6.045 -0.052
62 C 4.004 1.745 1.445
63 C -3.283 -0.884 5.424
64 C 2.359 -4.084 0.834
65 N 1.048 -0.006 2.032
66 C -0.947 -0.978 -3.423
67 C 1.029 -4.614 -1.076
68 H -0.496 -0.610 5.424
69 C 2.825 1.771 2.411
70 H 4.397 -0.655 -4.857
71 Y -0.025 -0.113 -0.120
72 N -1.630 -0.071 2.664
73 C 1.819 2.827 2.016
74 H 3.784 -2.444 4.947
75 C 6.305 3.233 -5.170
76 H 4.343 -1.921 -3.625
77 C 1.990 -2.778 0.655
78 H 3.272 4.359 -4.197
79 H 1.808 -1.668 -3.535
80 H 7.123 3.500 -5.823
81 C 2.538 -0.441 3.638
82 N 1.135 -2.350 -0.299
83 C 1.874 -5.018 -0.086
84 N -1.507 -2.369 1.686
85 H -4.266 -3.083 -3.164
86 C 4.185 2.549 -3.475
87 H -1.140 -1.904 3.839
88 C 1.615 -2.595 4.635
89 C -2.734 1.446 1.549
90 C 2.231 3.097 -2.040
91 H 3.444 -1.669 -1.072
92 C 3.041 2.193 -2.586
93 H 0.584 5.746 -0.956
94 H -2.474 -6.221 2.326
95 H -4.270 -0.825 4.969
96 C -1.698 -4.835 -2.185
97 H 1.900 -0.305 -4.644
98 H -5.308 1.388 0.629
99 H -1.917 -6.145 3.993
100 H -3.414 -0.926 6.504
101 C 3.642 -0.615 -0.895
102 H 0.467 -3.907 3.331
103 C -2.466 -4.220 3.160
104 C 6.351 2.057 -4.442
105 N -1.818 0.483 1.423
106 C -1.707 -3.062 -3.898
107 H 0.535 5.135 -3.401
108 H -0.856 -5.619 2.684
109 H 5.372 0.809 -3.027
110 H -3.353 0.353 -0.851
111 C -1.043 0.290 5.696
112 C -2.283 -3.469 1.875
113 C 0.592 -3.698 4.394
114 H 0.934 2.815 2.651
115 C 5.296 1.724 -3.604
116 H -1.940 1.381 -1.217
117 N -1.528 -1.862 -4.297
118 C 0.551 5.161 -0.039
119 H -3.515 1.840 -1.799
120 H -0.377 -3.447 4.815
121 C -4.805 2.346 0.502
122 H -0.981 -5.345 -2.819
123 H -1.314 4.196 -0.575
124 H 5.147 4.974 -5.646
125 C 2.447 -0.851 -3.875
126 H 1.507 2.663 0.984
127 H -4.882 -2.463 -1.645
128 C -0.478 3.212 -3.234
129 H 3.210 -0.365 0.075
130 H -2.008 -3.811 -5.715
131 H -2.843 3.146 0.276
132 H -3.603 -4.552 0.494
133 H 3.558 -2.165 -5.172
134 H 0.080 2.767 -4.061
135 N -1.975 -4.074 -4.741
136 C -0.330 3.920 -0.192
137 Ge 2.701 0.303 -2.336
138 H -4.524 -4.822 2.799
139 H -2.649 -1.610 -1.964
140 N -1.614 -3.373 -2.449
141 C 1.574 -1.427 3.676
142 H 0.927 -4.616 4.874
143 H 5.655 -0.791 -1.720
144 H 3.046 -4.358 1.616
145 H -1.579 0.537 -4.611
146 H 0.765 -5.311 -1.852
147 C -0.476 4.732 -3.396

Properties
E_LUMO, eV: -6.167
Kohn-Sham gap, eV: 5.29
E, eV: -186809.2904
Charge: +2